# 1
{"formula": "C8H10O2S", "method": "ωB97M-V/def2-TZVPD", "symbols": ["O", "C", "O", "C", "C", "C", "C", "C", "C", "C", "S", "H", "H", "H", "H", "H", "H", "H", "H", "H", "H"], "positions_angstrom": [[3.56, -0.24, -0.47], [2.61, -0.81, 0.02], [2.34, -2.13, -0.15], [1.77, 0.10, 0.87], [1.19, 1.30, 0.09], [0.18, 1.06, -0.98], [-1.07, 0.39, -0.58], [-2.35, 0.78, -0.03], [-3.23, -0.38, 0.32], [-2.57, -1.58, 0.01], [-0.88, -1.36, -0.54], [1.43, -2.34, 0.10], [0.85, -0.48, 1.31], [2.45, 0.48, 1.65], [0.71, 2.06, 0.79], [2.10, 1.78, -0.18], [-0.06, 1.96, -1.59], [0.55, 0.50, -1.85], [-2.58, 1.78, 0.20], [-4.19, -0.25, 0.94], [-2.81, -2.63, 0.06]], "lowdin_charge": [0.108, -0.528, 0.096, -0.128, -0.201, -0.276, -0.492, -0.084, -0.161, -0.375, 1.010, 0.044, 0.116, 0.132, 0.141, 0.098, 0.137, 0.114, 0.079, 0.126, 0.044], "spin_multiplicity": 1, "total_energy_ev": -23387.153, "smiles": "O=C(O)CCCc1cccs1"}



# 2
{"formula": "C8H10O3", "method": "ωB97M-V/def2-TZVPD", "symbols": ["O", "C", "C", "C", "C", "O", "C", "C", "O", "C", "C", "H", "H", "H", "H", "H", "H", "H", "H", "H", "H"], "positions_angstrom": [[1.35, 2.08, -2.50], [0.73, 1.33, -1.79], [0.24, 0.09, -2.25], [0.01, -0.93, -1.37], [0.19, -0.71, 0.13], [0.96, -1.90, 0.68], [-1.15, -0.83, 0.74], [-1.07, -0.02, 2.03], [0.05, 0.93, 1.85], [0.79, 0.59, 0.65], [0.59, 1.76, -0.27], [0.01, -0.24, -3.28], [-0.38, -1.81, -1.89], [0.74, -2.82, 0.31], [-1.32, -1.93, 0.89], [-1.83, -0.43, 0.07], [-1.95, 0.46, 2.46], [-0.75, -0.81, 2.74], [1.87, 0.45, 0.97], [-0.46, 2.12, -0.13], [1.37, 2.64, -0.02]], "lowdin_charge": [0.091, -0.406, -0.010, 0.031, -0.403, -0.060, -0.117, -0.111, -0.109, -0.256, -0.020, 0.132, 0.130, 0.124, 0.149, 0.103, 0.118, 0.119, 0.180, 0.139, 0.176], "spin_multiplicity": 1, "total_energy_ev": -14598.192, "smiles": "O=C1C=C[C@]2(O)CCO[C@@H]2C1"}



# 3
{"formula": "C8H10O3P", "method": "ωB97M-V/def2-TZVPD", "symbols": ["C", "C", "C", "C", "C", "C", "C", "C", "O", "O", "O", "P", "H", "H", "H", "H", "H", "H", "H", "H", "H", "H"], "positions_angstrom": [[0.78, 1.11, -0.47], [0.78, -0.69, 1.05], [-0.57, 0.94, -0.76], [-0.62, -0.85, 0.84], [-1.31, -0.06, -0.13], [1.47, 0.35, 0.43], [-1.25, 1.94, -1.68], [-1.48, -1.95, 1.47], [3.63, -0.39, 1.84], [-2.65, -0.18, -0.31], [3.49, -1.14, -0.99], [3.33, 0.42, 0.63], [1.28, 1.89, -0.88], [1.17, -1.35, 1.72], [-1.26, 1.76, -2.83], [-2.19, 2.19, -1.23], [-0.63, 2.86, -1.55], [-2.43, -1.87, 1.06], [-1.12, -2.96, 1.56], [-1.61, -1.78, 2.52], [-2.93, 0.68, -0.70], [4.13, -0.92, -1.60]], "lowdin_charge": [-0.102, -0.029, -0.220, -0.144, -0.255, -0.381, -0.059, -0.043, -0.570, 0.032, -0.443, 0.730, 0.063, 0.071, 0.113, 0.049, 0.081, 0.034, 0.073, 0.063, 0.086, -0.147], "total_charge": -1, "spin_multiplicity": 1, "total_energy_ev": -23889.841}



# 4
{"formula": "C8H10O3P", "method": "ωB97M-V/def2-TZVPD", "symbols": ["C", "C", "C", "C", "C", "C", "C", "C", "O", "O", "O", "P", "H", "H", "H", "H", "H", "H", "H", "H", "H", "H"], "positions_angstrom": [[-2.08, 1.52, 3.01], [-2.44, 0.35, 2.35], [-0.94, 2.21, 2.63], [-1.66, -0.13, 1.31], [-0.17, 1.73, 1.58], [-0.53, 0.57, 0.93], [1.46, -1.81, -3.14], [1.04, -1.57, -1.69], [0.43, 1.03, -2.63], [2.49, 0.63, -1.16], [1.97, -2.06, -0.77], [1.09, 0.29, -1.53], [-2.71, 1.90, 3.81], [-3.33, -0.18, 2.65], [-0.67, 3.12, 3.14], [-1.95, -1.04, 0.79], [0.71, 2.27, 1.26], [1.67, -2.86, -3.33], [0.67, -1.47, -3.80], [2.36, -1.22, -3.34], [0.06, -2.00, -1.48], [2.51, -1.28, -0.57]], "lowdin_charge": [-0.148, -0.142, -0.137, -0.170, -0.170, -0.101, -0.109, -0.516, -0.370, -0.370, -0.099, 0.561, 0.081, 0.082, 0.084, 0.072, 0.076, 0.070, 0.068, 0.075, 0.112, 0.053], "total_charge": -1, "spin_multiplicity": 1, "total_energy_ev": -23890.393}



What did the fourth record say?
{"formula": "C8H10O3P", "method": "ωB97M-V/def2-TZVPD", "symbols": ["C", "C", "C", "C", "C", "C", "C", "C", "O", "O", "O", "P", "H", "H", "H", "H", "H", "H", "H", "H", "H", "H"], "positions_angstrom": [[-2.08, 1.52, 3.01], [-2.44, 0.35, 2.35], [-0.94, 2.21, 2.63], [-1.66, -0.13, 1.31], [-0.17, 1.73, 1.58], [-0.53, 0.57, 0.93], [1.46, -1.81, -3.14], [1.04, -1.57, -1.69], [0.43, 1.03, -2.63], [2.49, 0.63, -1.16], [1.97, -2.06, -0.77], [1.09, 0.29, -1.53], [-2.71, 1.90, 3.81], [-3.33, -0.18, 2.65], [-0.67, 3.12, 3.14], [-1.95, -1.04, 0.79], [0.71, 2.27, 1.26], [1.67, -2.86, -3.33], [0.67, -1.47, -3.80], [2.36, -1.22, -3.34], [0.06, -2.00, -1.48], [2.51, -1.28, -0.57]], "lowdin_charge": [-0.148, -0.142, -0.137, -0.170, -0.170, -0.101, -0.109, -0.516, -0.370, -0.370, -0.099, 0.561, 0.081, 0.082, 0.084, 0.072, 0.076, 0.070, 0.068, 0.075, 0.112, 0.053], "total_charge": -1, "spin_multiplicity": 1, "total_energy_ev": -23890.393}



What is the formula in the second record?
C8H10O3